Entry 1:
The following is a quantum chemistry calculation of a single C8H12N2O2 molecule in a non-equilibrium geometry, from OMol25.

Summary:
* LUMO: 0.0214 hartree
* largest force on an atom: 0.0566 hartree/bohr
* highest occupied orbital energy: -8.6 eV
* total charge: 0
* SMILES string: Cc1ncc(CO)c(CN)c1O
* total energy: -15565.661 eV
* ΔE to the lowest compared entry with this formula, charge and spin: 28.8 kcal/mol

Cartesian coordinates (Å):
C  0.26  0.83  3.34
C  0.46  0.77  1.81
N  1.13  1.75  1.22
C  1.24  1.70  -0.12
C  0.76  0.66  -0.93
C  0.98  0.71  -2.40
O  -0.23  0.75  -3.16
C  0.07  -0.38  -0.24
C  -0.45  -1.57  -1.00
N  -1.76  -1.99  -0.50
C  -0.15  -0.27  1.14
O  -0.75  -1.29  1.81
H  0.86  0.07  3.86
H  0.53  1.81  3.80
H  -0.82  0.67  3.59
H  1.70  2.55  -0.60
H  1.61  1.59  -2.67
H  1.50  -0.19  -2.72
H  -0.79  1.40  -2.71
H  0.30  -2.40  -0.91
H  -0.51  -1.29  -2.05
H  -2.13  -2.77  -1.07
H  -2.50  -1.30  -0.63
H  -1.29  -1.80  1.15

=====

Entry 2:
The following is a quantum chemistry calculation of a single C8H12N2O2 molecule in a non-equilibrium geometry, from OMol25.

Summary:
* LUMO: 0.0234 hartree
* largest force on an atom: 0.0607 hartree/bohr
* highest occupied orbital energy: -9.7 eV
* total charge: 0
* SMILES string: C[C@H]1C(=O)N[C@]2(C)CCC(=O)N12
* total energy: -15565.565 eV
* ΔE to the lowest compared entry with this formula, charge and spin: 31.0 kcal/mol

Cartesian coordinates (Å):
C  1.34  -2.25  0.93
C  1.22  -0.96  0.12
C  0.92  -1.19  -1.35
O  1.40  -2.08  -2.06
N  -0.10  -0.37  -1.75
C  -0.76  0.27  -0.57
C  -2.02  -0.31  0.05
C  -0.82  1.83  -0.68
C  -0.27  2.35  0.57
C  0.59  1.20  1.16
O  1.28  1.25  2.13
N  0.25  0.07  0.47
H  0.47  -2.42  1.58
H  2.26  -2.28  1.63
H  1.74  -3.12  0.39
H  2.25  -0.43  0.01
H  -0.42  -0.26  -2.68
H  -1.97  -1.34  -0.22
H  -2.88  0.20  -0.26
H  -1.98  -0.01  1.05
H  -1.81  2.15  -1.06
H  -0.13  2.02  -1.44
H  -0.98  2.50  1.34
H  0.41  3.20  0.63

=====

Entry 3:
The following is a quantum chemistry calculation of 2 unconnected molecules or ions with the total composition C8H12N2O4S in a non-equilibrium geometry, from OMol25.

Summary:
* LUMO: -0.0410 hartree
* largest force on an atom: 0.0850 hartree/bohr
* highest occupied orbital energy: -9.4 eV
* total charge: 0
* total energy: -30494.426 eV
* ΔE to the lowest compared entry with this formula, charge and spin: 13.6 kcal/mol

Cartesian coordinates (Å):
C  -2.12  -1.63  2.33
C  -1.70  -0.34  2.49
C  -1.53  -2.42  1.33
C  -0.69  0.23  1.71
C  -0.45  -1.94  0.66
C  -0.09  -0.55  0.74
C  1.52  -0.68  -1.40
C  0.94  -0.01  -0.14
N  1.81  0.44  -2.30
N  1.53  1.14  0.15
O  -1.68  4.02  -1.01
O  0.11  2.58  -1.84
O  -0.14  3.09  0.53
O  -1.74  1.56  -0.60
S  -0.81  2.73  -0.72
H  -3.01  -2.12  2.95
H  -2.06  0.42  3.30
H  -1.72  -3.50  1.19
H  -0.61  1.20  1.94
H  0.08  -2.53  0.02
H  0.82  -1.36  -1.75
H  2.36  -1.27  -0.98
H  2.02  0.15  -3.22
H  1.31  1.31  -2.24
H  1.92  1.76  -0.54
H  -1.41  4.55  -0.28
H  1.05  1.62  1.02

=====

Entry 4:
The following is a quantum chemistry calculation of a single C8H12N2S2 molecule in a non-equilibrium geometry, from OMol25.

Summary:
* LUMO: -0.0008 hartree
* largest force on an atom: 0.0924 hartree/bohr
* highest occupied orbital energy: -7.0 eV
* total charge: 0
* total energy: -33139.171 eV
* ΔE to the lowest compared entry with this formula, charge and spin: 35.0 kcal/mol

Cartesian coordinates (Å):
C  -2.91  0.28  -0.59
C  -2.38  -0.90  -1.09
C  -2.21  0.87  0.41
C  -1.13  -1.42  -0.75
C  -0.46  -0.73  0.27
C  1.29  1.78  -0.97
C  2.40  1.01  -0.32
C  1.04  -1.17  0.78
N  -0.96  0.40  0.75
N  0.87  -2.07  1.90
S  -0.59  -2.85  -1.55
S  1.96  0.39  1.30
H  -3.86  0.69  -0.98
H  -2.98  -1.31  -1.84
H  -2.29  1.94  0.82
H  1.70  2.57  -1.53
H  0.44  1.26  -1.60
H  0.69  2.21  -0.06
H  3.19  1.75  -0.05
H  2.67  0.25  -0.99
H  1.39  -1.78  -0.14
H  -0.30  1.00  1.32
H  0.63  -1.61  2.72
H  1.79  -2.58  2.18

=====

Entry 5:
The following is a quantum chemistry calculation of 2 unconnected molecules or ions with the total composition C8H12N3Se in a non-equilibrium geometry, from OMol25.

Summary:
* LUMO (alpha / beta): -0.2647 / -0.2506 hartree
* largest force on an atom: 0.0580 hartree/bohr
* highest occupied orbital energy (alpha / beta): -10.4 / -11.0 eV
* total charge: +1
* total energy: -78295.043 eV
* ΔE to the lowest compared entry with this formula, charge and spin: 107.6 kcal/mol

Cartesian coordinates (Å):
C  3.20  0.11  1.51
C  2.09  0.45  2.27
C  3.01  -0.80  0.43
C  1.77  -1.44  0.29
C  0.64  -1.12  1.02
C  3.20  -2.39  -1.26
C  -4.20  1.85  -1.10
C  -4.27  0.68  -0.07
N  0.86  -0.12  1.96
N  3.84  -1.37  -0.50
N  1.87  -2.39  -0.74
Se  -2.92  -0.64  -0.29
H  4.11  0.64  1.68
H  2.17  1.26  2.98
H  3.22  -2.18  -2.30
H  3.74  -3.39  -1.21
H  -4.33  2.81  -0.51
H  -3.14  1.84  -1.38
H  -4.85  1.92  -2.01
H  -5.07  0.14  -0.59
H  -4.57  1.00  0.92
H  0.14  -0.11  2.62
H  4.80  -1.32  -0.29
H  0.94  -2.55  -1.25

=====

Entry 6:
The following is a quantum chemistry calculation of 4 unconnected molecules or ions with the total composition C8H12N4 in a non-equilibrium geometry, from OMol25.

Summary:
* LUMO: 0.0214 hartree
* largest force on an atom: 0.0554 hartree/bohr
* highest occupied orbital energy: -11.6 eV
* total charge: 0
* SMILES string: CC#N.CC#N.CC#N.CC#N
* total energy: -14449.341 eV
* ΔE to the lowest compared entry with this formula, charge and spin: 51.0 kcal/mol

Cartesian coordinates (Å):
C  -2.61  -0.77  3.85
C  -3.56  0.06  3.08
N  -4.32  0.70  2.52
H  -2.26  -0.20  4.67
H  -1.80  -1.18  3.31
H  -3.09  -1.67  4.31
C  2.49  -1.55  0.58
C  2.53  -0.57  -0.46
N  2.53  0.19  -1.34
H  3.50  -1.72  0.90
H  1.95  -2.49  0.33
H  2.07  -0.98  1.37
C  0.86  0.77  -5.26
C  -0.21  0.01  -4.68
N  -1.09  -0.67  -4.38
H  0.72  0.78  -6.33
H  1.81  0.25  -4.96
H  0.91  1.79  -4.90
C  -0.23  1.46  0.78
C  0.23  0.82  2.02
N  0.58  0.19  2.93
H  0.20  2.46  0.82
H  -1.29  1.51  0.90
H  0.10  0.83  -0.06

=====

Entry 7:
The following is a quantum chemistry calculation of 2 unconnected molecules or ions with the total composition C8H12N4 in a non-equilibrium geometry, from OMol25.

Summary:
* LUMO (alpha / beta): -0.2541 / -0.2541 hartree
* largest force on an atom: 0.1404 hartree/bohr
* highest occupied orbital energy (alpha / beta): -14.7 / -14.7 eV
* total charge: +2
* total energy: -14429.893 eV
* ΔE to the lowest compared entry with this formula, charge and spin: 104.3 kcal/mol

Cartesian coordinates (Å):
C  8.72  1.64  0.07
C  7.34  1.53  0.19
C  9.59  0.75  -0.41
C  -12.68  0.02  -0.33
C  6.58  0.44  0.06
C  -11.74  0.13  -1.30
C  -12.00  -0.47  0.85
C  10.53  0.10  -0.99
N  7.07  -0.75  0.06
N  -10.66  -0.58  0.48
N  6.36  -1.82  0.02
N  -10.53  -0.16  -0.69
H  9.08  2.55  0.36
H  6.87  2.52  0.40
H  10.93  -0.76  -0.47
H  -13.76  0.16  -0.44
H  5.45  0.57  -0.08
H  -11.86  0.55  -2.29
H  -11.82  0.21  1.73
H  -12.54  -1.32  1.31
H  10.73  0.13  -1.99
H  5.27  -1.71  0.03
H  6.74  -2.68  0.00
H  -9.62  -0.08  -1.18

=====

Entry 8:
The following is a quantum chemistry calculation of a molecular structure, C8H12N4O2OsS2SeSi, from OMol25.

Summary:
* LUMO: -0.0686 hartree
* largest force on an atom: 0.0073 hartree/bohr
* highest occupied orbital energy: -8.7 eV
* total charge: 0
* total energy: -115909.362 eV
* ΔE to the lowest compared entry with this formula, charge and spin: 0.0 kcal/mol

Cartesian coordinates (Å):
Os  -0.37  0.00  1.20
S  1.85  0.51  1.76
C  1.42  2.17  1.57
S  -0.29  2.22  1.10
C  2.17  3.28  1.77
C  1.61  4.58  1.56
N  1.16  5.63  1.40
C  3.53  3.17  2.21
N  4.61  3.08  2.57
N  -2.29  -0.35  0.21
N  -2.14  -1.58  -0.48
C  -0.84  -2.00  -0.77
O  -0.63  -2.85  -1.58
O  0.11  -1.45  0.00
H  -3.07  -0.43  0.86
H  -2.47  0.41  -0.44
H  -2.81  -1.77  -1.21
C  -1.11  -1.37  6.26
Si  -0.02  -0.68  4.91
C  0.42  1.10  5.22
C  1.46  -1.76  4.62
Se  -1.51  -0.72  3.10
H  -0.56  -1.37  7.21
H  -1.39  -2.41  6.05
H  -2.02  -0.79  6.39
H  1.00  1.19  6.15
H  -0.47  1.73  5.32
H  1.04  1.49  4.41
H  2.01  -1.85  5.57
H  2.14  -1.33  3.88
H  1.17  -2.76  4.30

=====

Entry 9:
The following is a quantum chemistry calculation of a single C8H12N4O3 molecule in a non-equilibrium geometry, from OMol25.

Summary:
* LUMO: 0.0280 hartree
* largest force on an atom: 0.1007 hartree/bohr
* highest occupied orbital energy: -8.8 eV
* total charge: 0
* SMILES string: N[C@@H](Cc1c[nH]cn1)C(=O)NCC(=O)O
* total energy: -20593.432 eV
* ΔE to the lowest compared entry with this formula, charge and spin: 29.7 kcal/mol

Cartesian coordinates (Å):
N  0.04  -1.38  0.86
C  0.32  0.07  0.68
C  1.01  0.43  -0.66
C  2.43  0.20  -0.58
C  3.54  1.00  -0.56
N  4.59  0.14  -0.15
C  4.06  -1.11  0.16
N  2.76  -1.11  -0.13
C  -1.01  0.91  0.63
O  -1.01  2.12  0.77
N  -2.07  0.17  0.17
C  -3.32  0.79  -0.08
C  -4.26  -0.38  -0.32
O  -4.01  -1.60  -0.27
O  -5.54  -0.01  -0.45
H  0.73  -1.90  0.32
H  0.08  -1.54  1.90
H  0.97  0.55  1.42
H  0.52  -0.29  -1.37
H  0.88  1.52  -1.13
H  3.72  2.02  -0.82
H  5.63  0.17  -0.39
H  4.64  -1.93  0.38
H  -1.89  -0.83  0.31
H  -3.22  1.48  -0.91
H  -3.52  1.28  0.88
H  -6.07  -0.76  -0.67

=====

Entry 10:
The following is a quantum chemistry calculation of a single C8H12N4O3 molecule in a non-equilibrium geometry, from OMol25.

Summary:
* LUMO: 0.0177 hartree
* largest force on an atom: 0.1056 hartree/bohr
* highest occupied orbital energy: -9.4 eV
* total charge: 0
* SMILES string: NCC(=O)N[C@@H](Cc1c[nH]cn1)C(=O)O
* total energy: -20592.626 eV
* ΔE to the lowest compared entry with this formula, charge and spin: 48.3 kcal/mol

Cartesian coordinates (Å):
N  1.15  3.40  -0.56
C  0.78  2.35  0.31
C  1.50  1.02  0.10
O  2.19  0.73  -0.92
N  1.02  0.04  0.91
C  0.91  -1.35  0.51
C  -0.16  -1.46  -0.60
C  -1.46  -0.95  -0.30
C  -2.55  -1.60  0.09
N  -3.60  -0.68  0.12
C  -3.14  0.53  -0.22
N  -1.85  0.49  -0.49
C  2.32  -1.88  -0.07
O  2.24  -2.61  -1.08
O  3.38  -1.37  0.51
H  1.96  3.91  -0.14
H  1.70  2.87  -1.32
H  -0.25  2.06  0.13
H  0.76  2.73  1.33
H  0.18  0.39  1.46
H  0.79  -1.98  1.37
H  0.38  -1.10  -1.39
H  -0.42  -2.54  -0.87
H  -2.67  -2.74  0.19
H  -4.54  -0.99  0.24
H  -3.68  1.53  -0.49
H  3.05  -0.78  1.17